85
Properties=species:S:1:pos:R:3 method="wB97M-V/def2-TZVPD" orbital_gap_ev="7.7377 / 7.6711" total_energy_ha=-4478.96750 multiplicity=4 e_above_lowest_kj_mol=0.0 s_squared=3.759 lumo_ev="-0.02 / -0.11"
Co 0.117 0.253 -0.273
O 2.589 -2.530 1.598
C 1.883 -1.606 1.247
N 1.479 -1.274 -0.013
C 2.112 -1.807 -1.093
O 3.156 -2.425 -1.143
C 1.341 -1.563 -2.380
C 1.756 -2.185 -3.550
C 0.986 -2.035 -4.688
C -0.173 -1.275 -4.619
C -0.496 -0.675 -3.416
N 0.247 -0.802 -2.321
C 1.292 -0.683 2.290
C 1.767 -0.710 3.591
C 1.253 0.197 4.499
C 0.277 1.089 4.080
C -0.149 1.033 2.766
N 0.341 0.160 1.891
H 2.661 -2.771 -3.524
H 1.276 -2.511 -5.615
H -0.815 -1.146 -5.477
H -1.387 -0.068 -3.320
H 2.536 -1.425 3.845
H 1.616 0.219 5.517
H -0.141 1.826 4.750
H -0.899 1.717 2.391
N 6.855 0.368 -3.251
C 5.866 0.881 -2.428
C 5.342 2.156 -2.655
C 4.369 2.673 -1.823
C 3.913 1.925 -0.747
C 4.443 0.665 -0.500
C 5.411 0.145 -1.334
S 2.632 2.539 0.285
O 2.654 3.973 0.231
O 2.737 1.868 1.556
N 1.238 1.984 -0.357
C 0.711 2.490 -1.493
N -0.547 2.020 -1.691
C -1.198 2.457 -2.756
C -0.632 3.333 -3.661
C 0.689 3.690 -3.406
N 1.367 3.278 -2.352
H 6.921 0.775 -4.169
H 6.947 -0.634 -3.251
H 5.702 2.739 -3.493
H 3.950 3.654 -1.998
H 4.096 0.092 0.346
H 5.797 -0.849 -1.152
H -2.214 2.092 -2.888
H -1.171 3.699 -4.519
H 1.229 4.332 -4.093
C -2.727 2.998 0.913
Si -4.029 1.740 1.373
C -5.735 2.511 1.273
C -3.748 1.128 3.121
C -4.028 0.309 0.144
Te -2.302 -0.941 -0.027
C -2.377 -1.797 1.923
Si -2.103 -3.662 1.903
C -0.450 -3.981 1.093
C -2.107 -4.249 3.680
C -3.487 -4.493 0.958
H -2.544 3.682 1.742
H -3.040 3.598 0.058
H -1.778 2.534 0.643
H -5.811 3.381 1.925
H -6.503 1.801 1.579
H -5.965 2.838 0.260
H -3.835 1.972 3.805
H -2.763 0.687 3.264
H -4.492 0.389 3.419
H -4.189 0.701 -0.863
H -4.849 -0.382 0.340
H -3.339 -1.510 2.354
H -1.594 -1.309 2.501
H 0.380 -3.659 1.723
H -0.356 -3.450 0.143
H -0.313 -5.042 0.882
H -1.330 -3.755 4.262
H -1.930 -5.322 3.737
H -3.065 -4.046 4.157
H -3.552 -4.120 -0.066
H -4.450 -4.329 1.440
H -3.323 -5.569 0.909